[1]
The following is a quantum chemistry calculation of C16H28AgO2P2 as an isolated structure in a non-equilibrium geometry, from OMol25.

ORCA input file:
```
! RIJCOSX wB97M-V def2-TZVPD def2/J DEFGRID3
* xyz -1 1
Ag 1.1598 -0.3341 -0.4483
C 0.6065 1.9367 2.7664
P 0.8384 0.3752 1.8297
C 0.5736 -0.8400 3.1764
C 2.6898 0.3610 1.6955
C 3.3405 -0.9433 1.2234
P 3.3495 -1.2191 -0.6148
C 4.6601 -2.4999 -0.7323
C 1.8686 -2.2875 -0.8024
H -0.4417 2.0536 3.0559
H 0.8863 2.7965 2.1513
H 1.2140 1.9568 3.6766
H -0.4621 -0.7976 3.5264
H 1.2297 -0.6506 4.0315
H 0.7613 -1.8564 2.8198
H 3.0821 0.5821 2.6968
H 2.9931 1.1945 1.0535
H 2.9302 -1.8160 1.7409
H 4.3978 -0.8864 1.5131
H 4.4894 -3.3220 -0.0320
H 5.6379 -2.0606 -0.5110
H 4.6993 -2.9127 -1.7446
H 1.8782 -3.1213 -0.0942
H 1.8330 -2.7048 -1.8134
H 0.9501 -1.7161 -0.6466
C -5.2368 -0.2941 -0.2845
C -3.9230 0.2648 -0.7387
C -3.6667 0.4899 -2.0939
C -2.4252 0.9884 -2.5258
C -2.2014 1.2167 -3.9972
C -1.4177 1.2892 -1.5771
C -1.6784 1.0651 -0.2034
C -0.6354 1.3513 0.8438
C -2.9206 0.5426 0.1955
C -0.0776 1.8422 -2.0261
O -0.0966 2.9023 -2.7278
O 0.9609 1.2035 -1.6661
H -5.9693 -0.3102 -1.0983
H -5.6531 0.3196 0.5210
H -5.1046 -1.3191 0.0762
H -4.4361 0.2726 -2.8305
H -2.9560 0.6959 -4.5968
H -1.2279 0.8267 -4.3112
H -2.2664 2.2839 -4.2299
H -0.1744 2.3308 0.6812
H 0.1338 0.5730 0.8361
H -1.0782 1.3755 1.8456
H -3.1066 0.3575 1.2506
H -0.0083 -1.5560 -0.8607
*
```

Calculated values
Frontier orbital gap in Ha: 0.17406
E_HOMO in eV: -1.909
E_tot in Eh: -1606.15106
F_max in eV/Å: 14.12
Energy above the lowest of the compared OMol25 structures with the same formula, charge and spin in kcal/mol: 133.1



[2]
The following is a quantum chemistry calculation of a 3-piece molecular cluster, C20H34F2N3O8 overall in a non-equilibrium geometry, from OMol25.

ORCA input file:
```
! RIJCOSX wB97M-V def2-TZVPD def2/J DEFGRID3
* xyz 1 1
C -1.7547 6.6519 -0.2662
C -2.1880 5.6123 0.1506
C -2.7831 4.2951 0.4464
C -1.6234 3.3161 0.8158
N -1.3511 2.3861 -0.3306
C -0.1373 1.5692 -0.1361
O 0.3095 1.3957 0.9429
N 0.4127 1.0365 -1.3502
C 1.3105 1.9757 -1.9590
O 1.5502 2.0342 -3.1040
F 1.8283 2.8597 -1.1014
C -2.5668 1.5770 -0.7274
C -2.6740 0.1961 -0.0864
C -2.5170 0.0787 1.4311
F -1.8000 -0.6701 -0.7088
C -3.8560 2.3878 -0.4412
N -3.6984 3.8153 -0.5990
C -3.3639 4.2402 -1.9703
C -4.2062 3.5570 -3.0776
C -3.3964 2.5062 -3.8862
C -4.6870 4.6468 -4.0843
H -1.2310 7.5468 -0.5081
H -3.3756 4.4113 1.3590
H -0.7135 3.8988 0.9505
H -1.7686 2.7647 1.7365
H -1.1602 3.0094 -1.1262
H 0.9239 0.1968 -1.0819
H -2.4840 1.4171 -1.8029
H -3.6784 -0.1595 -0.3264
H -3.0073 0.8816 1.9744
H -3.0126 -0.8443 1.7322
H -1.4788 -0.0370 1.7333
H -4.1152 2.2140 0.6092
H -4.6670 1.9673 -1.0246
H -2.2951 4.1384 -2.2268
H -3.5747 5.3034 -2.0294
H -5.1159 3.1137 -2.6797
H -2.3310 2.7365 -3.8187
H -3.5986 1.4793 -3.5794
H -3.6439 2.5773 -4.9431
H -4.9182 5.5914 -3.5976
H -3.9940 4.7630 -4.9138
H -5.6235 4.2891 -4.5191
C -0.2951 -3.5031 -0.6828
O 1.0544 -3.6278 -1.1337
C 1.9642 -3.4312 -0.1783
O 1.7272 -3.1312 0.9637
O 3.1697 -3.6007 -0.7104
C 4.2527 -3.4191 0.2080
H -0.9297 -3.6647 -1.5497
H -0.5195 -4.2537 0.0730
H -0.4742 -2.5090 -0.2869
H 4.1908 -4.1388 1.0217
H 4.2563 -2.4047 0.6033
H 5.1682 -3.5888 -0.3500
C 4.2740 -6.3395 3.7002
O 5.6157 -6.4882 3.2352
C 6.5423 -6.2864 4.1748
O 6.3289 -5.9993 5.3217
O 7.7393 -6.4559 3.6175
C 8.8358 -6.2733 4.5171
H 3.6261 -6.5274 2.8481
H 4.0554 -7.0619 4.4842
H 4.1034 -5.3276 4.0644
H 8.7890 -6.9947 5.3303
H 8.8413 -5.2604 4.9152
H 9.7392 -6.4396 3.9379
*
```

Calculated values
Frontier orbital gap in Ha: 0.31144
E_HOMO in eV: -12.143
E_tot in Eh: -1748.06875
F_max in eV/Å: 1.66



[3]
The following is a quantum chemistry calculation of a 3-piece molecular cluster, C28H59Br2NO6SSi4 overall in a non-equilibrium geometry, from OMol25.

ORCA input file:
```
! RIJCOSX wB97M-V def2-TZVPD def2/J DEFGRID3
* xyz 0 1
C 6.1922 -0.2248 -2.3085
C 5.0613 0.3667 -3.1453
C 3.7103 0.5393 -2.4523
Br 3.8912 1.9769 -1.1536
C 3.0628 -0.7477 -1.8627
C 3.5657 -1.2217 -0.4962
C 2.6700 -0.9386 0.7313
C 3.0644 0.2392 1.5972
Br 2.8032 -2.5406 1.8892
O 3.5303 -1.8118 -2.8046
S 2.6413 -1.8540 -4.1141
O 3.2440 -1.2170 -5.2322
O 2.1809 -3.1819 -4.3380
O 1.4438 -0.9366 -3.5718
C 1.5548 -0.8398 -2.1165
N 0.9512 0.4266 -1.8164
C 0.8545 -2.1176 -1.5925
C -0.6297 -1.9421 -1.3427
C -1.0920 -1.2381 -0.2281
C -2.4492 -1.0928 0.0333
C -3.3931 -1.6631 -0.8157
C -2.9473 -2.3519 -1.9354
C -1.5814 -2.5078 -2.2092
C -1.2043 -3.2942 -3.4452
H 7.0554 -0.3825 -2.9485
H 5.9326 -1.2087 -1.9274
H 6.4896 0.4050 -1.4749
H 5.3688 1.3714 -3.4277
H 4.9849 -0.1944 -4.0676
H 3.0157 0.9127 -3.1957
H 4.5451 -0.8203 -0.2671
H 3.6892 -2.2956 -0.5689
H 1.6189 -0.8772 0.4981
H 4.1389 0.3605 1.6844
H 2.6727 1.1648 1.1837
H 2.6265 0.1488 2.5853
H -0.0062 0.4435 -2.1431
H 0.9698 0.6179 -0.8246
H 0.9610 -2.9231 -2.3030
H 1.2845 -2.4917 -0.6658
H -0.4072 -0.7939 0.4809
H -2.8022 -0.5649 0.9064
H -4.4498 -1.5821 -0.6188
H -3.6664 -2.8063 -2.6004
H -0.4103 -3.9934 -3.2021
H -2.0436 -3.8977 -3.7725
H -0.8755 -2.6450 -4.2494
O -1.7682 -3.0089 5.8323
Si -0.3883 -3.0226 4.9311
C 0.2208 -4.7778 4.7052
C 0.9510 -2.0285 5.7813
C -0.6963 -2.2828 3.2506
Si -2.2925 -3.4608 7.3270
C -4.1011 -3.0568 7.5345
C -1.3251 -2.5594 8.6520
C -2.0615 -5.3030 7.5639
H 0.5410 -5.2121 5.6544
H 1.0721 -4.7969 4.0208
H -0.5656 -5.4104 4.2882
H 0.6020 -1.0177 6.0047
H 1.8315 -1.9536 5.1390
H 1.2546 -2.4968 6.7197
H -1.0325 -1.2454 3.3292
H -1.4512 -2.8456 2.6969
H 0.2343 -2.3032 2.6786
H -4.2834 -1.9857 7.4273
H -4.4335 -3.3597 8.5293
H -4.7124 -3.5819 6.7980
H -0.2753 -2.8595 8.6462
H -1.7341 -2.7803 9.6399
H -1.3687 -1.4792 8.4971
H -1.0025 -5.5686 7.5769
H -2.5399 -5.8613 6.7565
H -2.5018 -5.6239 8.5101
O -2.3663 4.8396 -3.2834
Si -2.6879 5.9562 -4.4521
C -1.7613 5.5338 -6.0225
C -2.1578 7.6592 -3.8836
C -4.5132 5.9968 -4.8300
Si -1.0819 4.2330 -2.4508
C -1.6354 2.9184 -1.2434
C -0.2321 5.5944 -1.4881
C 0.1515 3.4698 -3.6321
H -0.6824 5.6247 -5.8830
H -2.0552 6.2093 -6.8285
H -1.9794 4.5115 -6.3383
H -2.6149 7.9082 -2.9235
H -2.4598 8.4141 -4.6122
H -1.0737 7.7158 -3.7675
H -5.0958 6.2613 -3.9454
H -4.8647 5.0294 -5.1939
H -4.7131 6.7415 -5.6028
H -2.3416 3.3188 -0.5135
H -0.7683 2.5340 -0.7008
H -2.1164 2.0810 -1.7557
H 0.2183 6.3280 -2.1594
H 0.5595 5.1802 -0.8600
H -0.9428 6.1171 -0.8441
H 0.6009 4.2299 -4.2745
H -0.3304 2.7279 -4.2737
H 0.9531 2.9743 -3.0789
*
```

Calculated values
Frontier orbital gap in Ha: 0.35276
E_HOMO in eV: -9.283
E_tot in Eh: -8313.01644
F_max in eV/Å: 1.53
Energy above the lowest of the compared OMol25 structures with the same formula, charge and spin in kcal/mol: 6.5



Listing LUMO for the structures above in their given order: 2.8; -3.7; 0.3 eV.